[1]
{
  "formula": "C6H6Cl2NO4S",
  "method": "the ωB97M-V functional and the def2-TZVPD basis",
  "energy_ha": -1906.5343,
  "mol_weight_g_mol": 259.1,
  "relative_energy_ev": 0.000,
  "total_charge": -1,
  "orbital_gap_ev": 7.56,
  "smiles": "O=NC1=CC[C@H](Cl)[C@H](S(=O)(=O)[O-])[C@H]1Cl",
  "lumo_energy_ev": 2.0983,
  "homo_ev": -5.461,
  "elements": ["C", "C", "C", "C", "C", "C", "N", "O", "O", "O", "O", "S", "Cl", "Cl", "H", "H", "H", "H", "H", "H"],
  "xyz": [[-0.3158, -0.1347, -2.0101], [-0.8942, -0.9618, -1.1149], [0.5026, 1.0467, -1.6343], [-0.7985, -0.7398, 0.3703], [-0.1030, 0.5417, 0.7388], [1.0111, 0.9055, -0.1966], [-1.5571, -2.0476, -1.6661], [1.0813, -1.0670, 2.4777], [-1.8465, -3.0008, -0.9444], [1.6858, 1.3092, 2.4910], [-0.4879, 0.5944, 3.3358], [0.6277, 0.3114, 2.4540], [-2.4296, -0.7208, 1.0805], [2.2588, -0.3608, -0.1549], [-0.3885, -0.3921, -3.0576], [1.3372, 1.1614, -2.3297], [-0.1138, 1.9503, -1.6942], [-0.2773, -1.5827, 0.8469], [-0.7959, 1.3760, 0.8432], [1.5036, 1.8115, 0.1646]],
  "atomic_forces_ev_per_a": [[-0.4, -0.6, 0.2], [0.6, 1.3, 0.7], [0.2, 0.0, 0.4], [0.0, -0.7, -0.3], [0.7, -0.1, 1.3], [0.1, 0.5, -0.5], [-0.7, -2.2, -0.7], [0.0, -0.1, 0.2], [0.6, 1.6, -0.4], [0.1, 0.1, 0.0], [-0.1, 0.0, 0.1], [-0.5, 0.5, 0.0], [-0.6, -0.1, 0.1], [0.6, -0.3, -0.5], [-0.2, -0.1, -0.1], [-0.1, 0.1, 0.0], [0.0, 0.0, -0.1], [-0.2, 0.2, -0.2], [0.0, 0.0, -0.1], [-0.1, -0.2, -0.1]]
}

***

[2]
{
  "formula": "C4H5NO",
  "method": "the ωB97M-V functional and the def2-TZVPD basis",
  "energy_ha": -285.3397,
  "mol_weight_g_mol": 83.1,
  "relative_energy_ev": 2.038,
  "orbital_gap_ev": 10.56,
  "smiles": "CC#CC(N)=O",
  "lumo_energy_ev": 0.8796,
  "homo_ev": -9.676,
  "elements": ["C", "C", "C", "C", "O", "N", "H", "H", "H", "H", "H"],
  "xyz": [[0.1118, 2.2107, 0.1893], [0.5700, 0.8754, 0.5083], [0.5590, -0.3266, 0.6636], [-0.3823, -1.2656, 0.0258], [-1.5551, -0.9713, -0.1088], [0.1791, -2.3810, -0.4960], [0.0282, 2.2789, -0.9018], [0.7524, 3.0056, 0.5628], [-0.8963, 2.2963, 0.6095], [-0.4566, -3.0614, -0.8779], [1.0899, -2.6611, -0.1749]],
  "atomic_forces_ev_per_a": [[0.0, 0.2, 0.0], [0.0, -0.3, 0.1], [-0.4, 0.7, -0.3], [-0.2, -0.2, 0.0], [0.3, -0.4, 0.1], [-0.1, -0.2, 0.1], [0.1, 0.1, 0.2], [0.0, 0.1, 0.0], [0.2, 0.2, 0.0], [0.1, -0.1, 0.0], [-0.1, -0.1, -0.1]]
}

***

[3]
{
  "formula": "C24H43N2P3RuSe",
  "method": "the ωB97M-V functional and the def2-TZVPD basis",
  "energy_ha": -4568.6619,
  "mol_weight_g_mol": 632.6,
  "spin_multiplicity": 5,
  "total_charge": 4,
  "orbital_gap_ev": [7.97, 4.41],
  "lumo_energy_ev": [-11.4310, -15.1400],
  "homo_ev": [-19.403, -19.549],
  "s_squared": 6.05,
  "elements": ["Ru", "P", "P", "P", "H", "C", "C", "H", "C", "C", "C", "C", "C", "C", "C", "C", "C", "H", "H", "H", "H", "H", "H", "H", "H", "H", "H", "H", "H", "H", "H", "H", "H", "H", "H", "H", "H", "H", "H", "H", "H", "H", "H", "H", "H", "H", "C", "C", "C", "C", "C", "C", "Se", "H", "H", "H", "H", "H", "H", "N", "C", "N", "C", "C", "C", "C", "C", "C", "H", "H", "H", "H", "H", "H"],
  "xyz": [[0.0908, -0.0841, 0.7339], [-2.1305, -0.1823, 0.1250], [0.2593, -2.3883, 0.4858], [0.0871, 2.2117, 0.4313], [1.6925, -0.9551, -1.4639], [1.5826, -0.0539, -0.8576], [2.2336, -0.0100, 0.4440], [2.7953, -0.8782, 0.7772], [-2.5883, -0.2271, -1.6796], [-3.2045, -1.5926, 0.6887], [-3.3274, 1.1462, 0.6393], [1.9441, -3.1542, 0.4760], [-0.5368, -3.6161, 1.6279], [-0.3296, -3.0604, -1.1361], [1.7105, 3.0997, 0.3849], [-0.7839, 3.3760, 1.5799], [-0.5735, 2.8271, -1.1843], [1.6228, 0.8339, -1.4915], [2.7263, 0.9082, 0.7515], [-3.6741, -0.2766, -1.8306], [-2.1184, -1.0929, -2.1517], [-2.1964, 0.6661, -2.1721], [-4.2342, -1.4623, 0.3363], [-3.2040, -1.6277, 1.7825], [-2.8301, -2.5481, 0.3155], [-4.3408, 0.9052, 0.2981], [-3.0451, 2.1139, 0.2188], [-3.3291, 1.2309, 1.7296], [1.8550, -4.2317, 0.3011], [2.4353, -2.9865, 1.4384], [2.5620, -2.7153, -0.3111], [-0.6236, -4.5915, 1.1361], [-1.5264, -3.2819, 1.9404], [0.0859, -3.7303, 2.5176], [-0.0527, -4.1144, -1.2514], [0.1160, -2.4735, -1.9430], [-1.4159, -2.9743, -1.2105], [1.5394, 4.1620, 0.1803], [2.3495, 2.6846, -0.3983], [2.2259, 2.9972, 1.3432], [-0.7416, 4.4005, 1.1933], [-0.2985, 3.3524, 2.5592], [-1.8272, 3.0862, 1.7097], [-0.4058, 3.9041, -1.2981], [-1.6445, 2.6281, -1.2603], [-0.0689, 2.2910, -1.9922], [1.0078, 0.0147, -5.7602], [2.0949, -0.1729, -4.9003], [3.3940, -0.1149, -5.4035], [3.6199, 0.1288, -6.7584], [2.5321, 0.3153, -7.6123], [1.2293, 0.2594, -7.1202], [-0.8118, -0.0499, -5.1453], [-0.4536, -0.3181, -3.7426], [1.9324, -0.3633, -3.8435], [4.2323, -0.2618, -4.7280], [4.6335, 0.1730, -7.1452], [2.6942, 0.5059, -8.6696], [0.3899, 0.4062, -7.7945], [1.1889, -0.8863, 4.8214], [1.2062, -0.9221, 3.4734], [0.2204, -0.1809, 2.9020], [-0.4321, 0.3502, 3.9683], [-1.5161, 1.2104, 4.0310], [-1.9915, 1.6183, 5.2912], [-1.3714, 1.1575, 6.4703], [-0.2724, 0.2886, 6.3930], [0.1637, -0.0875, 5.1245], [1.8414, -1.3692, 5.4780], [1.9374, -1.4781, 2.9199], [-1.9748, 1.5649, 3.1601], [-2.8356, 2.2926, 5.3553], [-1.7403, 1.4774, 7.4361], [0.2207, -0.0712, 7.2869]],
  "atomic_forces_ev_per_a": [[-0.1, 0.6, 0.5], [-4.1, -0.4, -0.9], [0.3, -3.2, -0.6], [-0.1, 3.5, -0.5], [-0.3, 0.0, 0.4], [2.1, -0.4, 1.4], [1.0, -0.1, -2.6], [-0.4, -0.1, 0.0], [1.0, 0.1, 0.0], [0.7, -0.1, 0.2], [0.7, 0.2, 0.1], [-0.1, 0.6, 0.0], [-0.1, 0.7, 0.2], [-0.1, 0.6, 0.2], [0.0, -0.6, 0.1], [-0.1, -0.6, 0.1], [-0.1, -0.6, 0.1], [-0.5, 0.1, 0.4], [-0.6, 0.1, 0.2], [0.3, 0.0, 0.3], [-0.1, 0.0, 0.0], [-0.1, 0.0, 0.0], [0.3, 0.2, 0.0], [-0.1, -0.1, -0.1], [-0.1, 0.1, 0.1], [0.3, -0.1, 0.1], [-0.1, -0.1, 0.1], [-0.2, 0.0, -0.2], [-0.1, 0.2, 0.1], [0.1, -0.2, -0.1], [0.0, -0.2, 0.1], [0.1, 0.3, 0.0], [0.1, -0.2, 0.0], [0.0, 0.0, 0.0], [0.0, 0.3, 0.1], [0.0, -0.2, -0.1], [0.1, -0.1, 0.0], [-0.1, -0.2, 0.0], [0.0, 0.2, 0.1], [0.0, 0.1, -0.1], [0.1, -0.3, 0.0], [0.0, 0.1, -0.1], [0.1, 0.2, -0.1], [0.1, -0.3, 0.2], [0.1, 0.1, -0.1], [-0.1, 0.2, -0.1], [-1.6, -0.1, 0.7], [1.5, -0.1, 0.3], [-0.9, -0.2, 1.2], [0.0, 0.1, -0.3], [-1.0, 0.1, -0.2], [0.6, 0.2, -1.3], [1.6, 0.1, -0.7], [0.1, 0.0, -0.1], [0.1, 0.0, -0.2], [-0.1, 0.0, -0.1], [-0.1, 0.0, 0.0], [0.0, 0.0, 0.2], [0.1, 0.0, 0.0], [1.1, -0.8, -1.0], [-0.2, 0.1, -0.6], [1.8, -1.6, 0.6], [0.2, -0.2, -0.1], [-0.3, 0.2, 1.0], [0.5, -0.3, 1.7], [-1.3, 1.0, -1.1], [0.0, 0.0, 0.5], [-0.6, 0.5, 1.5], [-0.6, 0.5, -0.8], [0.1, -0.1, -0.1], [-0.6, 0.4, -1.1], [0.0, 0.0, 0.0], [0.0, 0.0, 0.0], [0.0, 0.0, 0.1]]
}

***

[4]
{
  "formula": "C28H24Cl3N6O4S3Ti",
  "method": "the ωB97M-V functional and the def2-TZVPD basis",
  "energy_ha": -5135.4095,
  "mol_weight_g_mol": 759.0,
  "relative_energy_ev": 0.000,
  "total_charge": 1,
  "orbital_gap_ev": 6.93,
  "lumo_energy_ev": -4.8354,
  "homo_ev": -11.761,
  "elements": ["Ti", "S", "C", "S", "C", "C", "N", "C", "N", "Cl", "C", "C", "C", "C", "C", "C", "N", "C", "C", "N", "C", "O", "C", "C", "C", "Cl", "S", "C", "C", "C", "Cl", "C", "H", "H", "H", "H", "H", "H", "H", "H", "H", "H", "H", "H", "H", "C", "C", "C", "C", "C", "C", "O", "N", "C", "O", "N", "C", "O", "H", "H", "H", "H", "H", "H", "H", "H", "H", "H", "H"],
  "xyz": [[1.5658, -1.4865, 1.2844], [3.4933, -2.5573, 0.8738], [3.6648, -2.0848, 2.5800], [2.1973, -1.6517, 3.4682], [4.8827, -2.0872, 3.1758], [5.0304, -1.7161, 4.5431], [5.1533, -1.4027, 5.6407], [6.0486, -2.4568, 2.4456], [6.9868, -2.7588, 1.8567], [-3.9208, 3.0056, 1.0616], [-2.4430, 3.0415, 0.1664], [-1.9676, 1.8777, -0.4191], [-0.7759, 1.9196, -1.1198], [-0.0388, 3.0933, -1.2510], [1.2875, 3.0206, -1.9787], [2.5000, 3.2787, -1.0549], [2.3714, 2.3851, 0.0885], [1.8205, 2.7107, 1.3036], [1.6121, 1.5423, 1.9632], [2.0173, 0.5035, 1.1502], [2.4759, 1.0577, 0.0309], [1.3367, 3.8710, -3.1054], [1.6212, 3.1790, -4.3327], [0.5917, 2.1265, -4.6250], [0.7615, 0.7815, -4.4527], [2.1908, -0.0170, -3.9069], [-0.6668, -0.1257, -4.7452], [-1.5207, 1.3082, -5.1442], [-0.7480, 2.4144, -5.0179], [-0.5564, 4.2478, -0.6683], [0.2829, 5.7595, -0.7976], [-1.7502, 4.2344, 0.0391], [-2.5413, 0.9653, -0.3338], [-0.4000, 1.0157, -1.5874], [1.3713, 1.9821, -2.3013], [2.5263, 4.3028, -0.6960], [3.4307, 3.0623, -1.5799], [1.6337, 3.7317, 1.5827], [1.2303, 1.3715, 2.9553], [2.8535, 0.5213, -0.8268], [2.6222, 2.7379, -4.2958], [1.6156, 3.9502, -5.1012], [-2.5503, 1.2500, -5.4533], [-1.1012, 3.4155, -5.2110], [-2.1313, 5.1427, 0.4819], [-2.4231, -0.7608, 2.6447], [-3.0967, -2.1313, 2.6083], [-2.4686, -3.1572, 1.6104], [-3.1400, -4.5332, 1.7694], [-2.5857, -5.5735, 0.8092], [-2.7573, -2.6381, 0.2123], [-3.8337, -2.6559, -0.3080], [-1.6826, -2.0150, -0.4651], [-0.4548, -1.9386, 0.0562], [0.4533, -1.1992, -0.4421], [-0.0700, -2.5981, 1.1588], [-0.9919, -3.2654, 1.9843], [-0.6054, -3.8306, 2.9675], [-2.9736, -0.0924, 3.3050], [-2.3945, -0.2799, 1.6622], [-1.4022, -0.8255, 3.0374], [-4.1489, -2.0309, 2.3391], [-3.0520, -2.5922, 3.5959], [-4.2101, -4.3973, 1.6107], [-2.9923, -4.8482, 2.8025], [-2.7492, -5.2884, -0.2313], [-3.0817, -6.5295, 0.9635], [-1.5175, -5.7325, 0.9656], [-1.8853, -1.5493, -1.3421]],
  "atomic_forces_ev_per_a": [[1.6, -0.3, 0.4], [-0.2, 0.1, 0.0], [-0.1, 0.0, 0.0], [-0.3, -0.1, -0.2], [-0.4, 0.0, -0.2], [0.1, 0.0, 0.2], [0.0, 0.0, 0.1], [0.2, -0.1, 0.0], [0.0, 0.0, -0.1], [0.0, 0.0, 0.0], [0.1, 0.0, 0.0], [-0.1, 0.1, 0.0], [0.0, 0.0, 0.0], [0.0, 0.0, 0.0], [0.0, 0.1, -0.1], [-0.1, 0.0, -0.3], [0.1, -0.2, 0.1], [-0.1, -0.1, 0.2], [0.0, 0.2, 0.1], [0.1, 0.3, -0.3], [-0.1, 0.0, -0.2], [0.1, -0.1, 0.1], [0.0, 0.0, 0.1], [0.1, -0.2, 0.1], [0.0, 0.1, 0.1], [0.0, 0.0, -0.1], [0.1, 0.1, -0.1], [-0.1, 0.0, 0.1], [0.0, 0.0, -0.1], [0.0, 0.0, 0.0], [0.0, 0.0, 0.0], [0.0, 0.0, 0.0], [0.0, 0.0, 0.0], [0.0, 0.0, 0.0], [0.1, -0.1, 0.0], [0.0, 0.0, 0.0], [0.0, 0.0, 0.0], [0.0, 0.0, 0.0], [0.0, 0.0, 0.0], [0.0, 0.0, 0.0], [0.0, 0.0, 0.0], [0.0, 0.0, 0.0], [-0.1, 0.0, 0.0], [0.0, 0.1, 0.0], [0.0, 0.0, 0.0], [0.0, -0.1, 0.0], [0.0, -0.1, -0.1], [-0.1, 0.0, 0.2], [0.0, 0.1, 0.1], [0.0, 0.0, 0.0], [0.0, 0.1, 0.0], [0.0, 0.0, 0.0], [0.0, 0.0, 0.0], [-0.3, -0.1, -0.3], [0.2, 0.0, 0.0], [-0.5, 0.2, 0.0], [0.0, -0.3, 0.2], [-0.2, 0.1, -0.1], [0.0, 0.0, 0.0], [0.0, 0.0, 0.0], [0.0, 0.0, 0.0], [0.0, 0.0, 0.0], [0.0, 0.0, 0.0], [0.0, 0.0, 0.0], [0.0, 0.0, 0.0], [0.0, 0.0, 0.0], [0.0, 0.0, 0.0], [0.0, 0.0, 0.0], [0.0, 0.0, 0.0]]
}

***

[5]
{
  "formula": "C2H9NO4",
  "method": "the ωB97M-V functional and the def2-TZVPD basis",
  "energy_ha": -437.3056,
  "mol_weight_g_mol": 111.1,
  "relative_energy_ev": 1.137,
  "orbital_gap_ev": 9.99,
  "smiles": "NCC(=O)O.O.O",
  "lumo_energy_ev": 0.5251,
  "homo_ev": -9.467,
  "elements": ["O", "C", "O", "C", "N", "H", "H", "H", "H", "H", "H", "H", "O", "H", "H", "O"],
  "xyz": [[0.4659, -0.3966, 0.9296], [-0.6043, -0.8857, 1.0643], [-0.7690, -2.2498, 1.1957], [-1.9467, -0.1144, 1.2540], [-1.7658, 1.2005, 0.6841], [0.0404, -2.6367, 0.8256], [-2.9515, -0.4729, 0.9953], [-1.9111, -0.0342, 2.3361], [-1.9890, 1.2078, -0.2902], [-2.1049, 2.0004, 1.1767], [0.1439, 2.0286, -4.7684], [0.1983, 3.5788, -4.8077], [-0.2684, 2.8319, -4.4269], [3.1332, -0.7003, 0.6436], [3.9480, -1.6388, -0.0722], [4.0665, -0.8132, 0.4510]],
  "atomic_forces_ev_per_a": [[0.6, 0.4, -0.4], [-1.9, -1.5, 0.1], [-0.1, 0.7, -0.6], [0.9, 1.2, 0.3], [0.5, -0.2, -0.1], [0.0, -0.1, 0.4], [0.8, -1.2, -0.1], [-0.4, 0.2, 0.4], [-0.2, 0.3, -0.3], [-0.3, 0.0, 0.2], [0.0, 0.3, 0.0], [0.1, -0.1, -0.1], [-0.2, -0.3, 0.1], [-0.4, 0.8, 0.5], [0.8, 0.7, 0.3], [-0.6, -1.4, -0.8]]
}